# 1
{
  "formula": "H3N2O3S",
  "method": "ωB97M-V with the def2-TZVPD basis set",
  "symbols": ["N", "N", "O", "O", "O", "S", "H", "H", "H"],
  "positions_angstrom": [[2.0903, -0.1657, 0.3944], [2.2770, 0.2830, -0.7669], [-2.3381, 0.7936, -0.6572], [-0.7194, 0.0748, 1.0754], [-2.6514, -1.4249, 0.9258], [-1.5952, -0.6908, 0.2065], [-1.4460, 1.2283, -0.8364], [1.0870, -0.3954, 0.6115], [3.2958, 0.2970, -0.9531]],
  "nbo_charge": [-0.338, -0.344, -0.994, -1.060, -1.008, 1.642, 0.448, 0.374, 0.280],
  "e_lumo_ev": 4.13,
  "total_energy_ev": -20006.19008,
  "charge": -1,
  "homo_energy_ev": -4.1563
}

# 2
{
  "formula": "C14H42N8O6P2",
  "method": "ωB97M-V with the def2-TZVPD basis set",
  "symbols": ["C", "N", "C", "P", "O", "N", "C", "C", "N", "C", "C", "H", "H", "H", "H", "H", "H", "H", "H", "H", "H", "H", "H", "H", "H", "H", "H", "H", "H", "C", "N", "C", "P", "O", "N", "C", "C", "N", "C", "C", "H", "H", "H", "H", "H", "H", "H", "H", "H", "H", "H", "H", "H", "H", "H", "H", "H", "H", "C", "N", "O", "O", "H", "H", "H", "C", "N", "O", "O", "H", "H", "H"],
  "positions_angstrom": [[1.7165, 1.3427, -8.0460], [1.9209, 0.8306, -6.6900], [3.0869, 1.3429, -5.9796], [0.5960, 0.3381, -5.7656], [-0.3978, -0.3220, -6.6418], [1.2535, -0.5760, -4.5322], [0.5278, -0.7171, -3.2516], [2.0299, -1.7972, -4.8420], [-0.0817, 1.6655, -4.9758], [-1.1297, 2.3540, -5.7458], [0.6521, 2.4780, -4.0095], [1.3823, 2.3840, -7.9987], [0.9393, 0.7986, -8.5785], [2.6711, 1.1211, -8.5242], [3.4994, 0.6979, -5.2099], [2.9025, 2.3273, -5.5327], [3.8426, 1.5859, -6.7325], [-0.5193, -0.9229, -3.4945], [0.9808, -1.5208, -2.6834], [0.5057, 0.2015, -2.6630], [1.2667, -2.5594, -5.0213], [2.6484, -1.7019, -5.7324], [2.6727, -2.0448, -4.0011], [-1.1401, 3.4331, -5.5856], [-0.9670, 2.2425, -6.8182], [-2.0818, 1.9146, -5.4528], [0.9198, 3.4204, -4.4959], [1.5340, 1.9289, -3.6895], [0.0550, 2.7354, -3.1325], [-0.4621, -3.7340, 5.8989], [-1.1538, -3.0164, 4.8317], [-0.6973, -3.3755, 3.4952], [-1.9732, -1.5682, 5.0057], [-2.5922, -1.1307, 3.7301], [-3.0322, -1.7768, 6.2895], [-3.4048, -3.0678, 6.8634], [-3.8828, -0.6308, 6.7217], [-0.8067, -0.4682, 5.4823], [-0.3665, -0.3093, 6.8603], [-0.2961, 0.4970, 4.5300], [-0.9430, -4.7264, 5.9418], [-0.7132, -3.3333, 6.8770], [0.5760, -4.0139, 5.7239], [0.3683, -3.2132, 3.3293], [-1.3384, -2.8838, 2.7656], [-0.9165, -4.4359, 3.3126], [-2.9822, -3.1111, 7.8746], [-4.4685, -3.2920, 6.8652], [-2.8641, -3.8793, 6.3743], [-4.4164, -0.2878, 5.8400], [-4.4734, -0.9716, 7.5657], [-3.1958, 0.1181, 7.1205], [-0.4448, -1.2672, 7.3650], [0.6113, 0.1661, 6.9518], [-0.9678, 0.4286, 7.4185], [0.2059, -0.0220, 3.7165], [0.4515, 1.1860, 4.9431], [-1.0105, 1.2694, 4.2249], [-0.9238, 1.7874, -0.5078], [-0.8506, 0.5167, 0.2646], [-1.3069, -0.4390, -0.3227], [-0.4307, 0.5177, 1.3875], [-0.8808, 2.6531, 0.1568], [-1.9015, 1.9276, -0.9577], [-0.0682, 1.8431, -1.1693], [3.2999, 2.3375, -1.2928], [2.2736, 3.1982, -0.6461], [1.8133, 4.1325, -1.2543], [2.2261, 3.0111, 0.5571], [3.2671, 2.5224, -2.3636], [3.1353, 1.2774, -1.1139], [4.2501, 2.5830, -0.8303]],
  "lowdin_charge": [-0.101, -0.307, -0.128, 0.512, -0.292, -0.310, -0.090, -0.098, -0.286, -0.099, -0.134, 0.081, 0.077, 0.082, 0.070, 0.064, 0.079, 0.093, 0.082, 0.040, 0.089, 0.076, 0.077, 0.081, 0.067, 0.083, 0.087, 0.042, 0.062, -0.123, -0.309, -0.112, 0.524, -0.291, -0.298, -0.118, -0.067, -0.295, -0.118, -0.126, 0.077, 0.058, 0.084, 0.082, 0.070, 0.081, 0.082, 0.084, 0.054, 0.080, 0.078, 0.061, 0.057, 0.078, 0.069, 0.065, 0.078, 0.082, 0.035, -0.438, 0.066, 0.083, 0.100, 0.104, 0.050, 0.039, -0.450, 0.076, 0.063, 0.080, 0.100, 0.104],
  "e_lumo_ev": -0.27,
  "total_energy_ev": -57978.35941,
  "homo_energy_ev": -7.9683,
  "smiles": "CN(C)P(=O)(N(C)C)N(C)C.CN(C)P(=O)(N(C)C)N(C)C.C[N+](=O)[O-].C[N+](=O)[O-]"
}

# 3
{
  "formula": "C41H35ClGaN2Si2",
  "method": "ωB97M-V with the def2-TZVPD basis set",
  "symbols": ["C", "C", "C", "H", "C", "C", "H", "H", "H", "H", "Ga", "Si", "C", "C", "H", "C", "H", "C", "H", "C", "H", "C", "H", "C", "C", "H", "C", "H", "C", "H", "C", "H", "C", "H", "H", "Si", "C", "C", "H", "C", "H", "C", "H", "C", "H", "C", "H", "C", "C", "H", "C", "H", "C", "H", "C", "H", "C", "H", "H", "Cl", "C", "C", "N", "C", "C", "C", "C", "C", "C", "C", "C", "C", "N", "C", "H", "H", "H", "H", "H", "H", "H", "H"],
  "positions_angstrom": [[1.5781, -1.7829, 0.3028], [0.3721, -2.1588, -0.3226], [0.1673, -1.3023, -1.4831], [-0.2515, -3.0268, -0.0859], [1.4055, -0.5233, -1.6236], [2.2153, -0.7850, -0.4708], [3.1919, -0.3333, -0.2709], [1.9891, -2.2336, 1.1990], [-0.5705, -1.4419, -2.2718], [1.7383, -0.0831, -2.5630], [-0.2700, 0.5386, -0.4725], [-3.6176, -0.6963, -6.0476], [-5.5638, -0.5297, -6.0365], [-6.3585, 0.5578, -6.4569], [-5.8752, 1.4824, -6.7916], [-7.7619, 0.5105, -6.4527], [-8.3482, 1.3706, -6.8078], [-8.4117, -0.6473, -6.0200], [-9.4973, -0.6936, -6.0188], [-7.6599, -1.7465, -5.6091], [-8.1478, -2.6663, -5.2787], [-6.2590, -1.6745, -5.6091], [-5.6686, -2.5264, -5.2733], [-3.3234, 0.2196, -7.6281], [-4.1099, -0.1477, -8.7483], [-4.9033, -0.8831, -8.6050], [-3.9341, 0.4180, -10.0175], [-4.5290, 0.0554, -10.8598], [-3.0151, 1.4588, -10.1709], [-2.8829, 1.9147, -11.1467], [-2.2904, 1.9288, -9.0644], [-1.6180, 2.7949, -9.1757], [-2.4390, 1.3016, -7.8225], [-1.8766, 1.6691, -6.9609], [-3.4418, -2.1762, -6.0331], [-4.0464, 1.7982, -3.5919], [-2.3055, 1.2751, -4.1919], [-1.7503, -0.0389, -4.4732], [-2.2543, -0.9749, -4.1681], [-0.3572, -0.2120, -4.7416], [0.0449, -1.2264, -4.9400], [0.4986, 0.8924, -4.8070], [1.5513, 0.7650, -5.1114], [-0.0008, 2.1823, -4.5289], [0.6733, 3.0559, -4.5594], [-1.3531, 2.3328, -4.1922], [-1.6696, 3.3053, -3.8196], [-4.7260, 0.2406, -2.7030], [-3.9594, -0.7460, -2.0374], [-2.8663, -0.6591, -2.0058], [-4.5568, -1.8092, -1.3531], [-3.9287, -2.5654, -0.8703], [-5.9497, -1.9046, -1.3002], [-6.4202, -2.7117, -0.7492], [-6.7310, -0.9853, -2.0075], [-7.8146, -1.0968, -2.0321], [-6.1351, 0.0535, -2.7170], [-6.7677, 0.7326, -3.3004], [-4.1822, 3.0481, -2.7821], [-2.0631, 1.6870, -1.0743], [2.5777, 3.7964, 0.2126], [1.7958, 2.8566, -0.4681], [0.9061, 2.0643, 0.1852], [0.7689, 2.1781, 1.5496], [1.5355, 3.1200, 2.2909], [2.4277, 3.9322, 1.5817], [1.3531, 3.1822, 3.7128], [0.4986, 2.3303, 4.3675], [-0.2324, 1.3265, 3.6510], [-1.0461, 0.3775, 4.2916], [-1.6902, -0.6169, 3.5549], [-1.5697, -0.6024, 2.1544], [-0.7969, 0.3082, 1.5039], [-0.1205, 1.2660, 2.2315], [3.3026, 4.3927, -0.3368], [1.8716, 2.7146, -1.5445], [2.9963, 4.6447, 2.1699], [1.9114, 3.9595, 4.2350], [0.3284, 2.3955, 5.4443], [-1.1224, 0.4387, 5.3750], [-2.2625, -1.4066, 4.0446], [-2.0771, -1.3357, 1.5263]],
  "lowdin_charge": [-0.119, -0.118, -0.211, 0.114, -0.176, -0.122, 0.112, 0.106, 0.091, 0.101, 0.293, 0.929, -0.329, -0.116, 0.105, -0.078, 0.110, -0.088, 0.103, -0.087, 0.106, -0.135, 0.085, -0.313, -0.105, 0.103, -0.072, 0.109, -0.081, 0.102, -0.076, 0.109, -0.088, 0.085, 0.012, 0.716, -0.428, -0.255, 0.058, -0.103, 0.125, -0.124, 0.108, -0.088, 0.110, -0.186, 0.088, -0.361, -0.168, 0.031, -0.102, 0.095, -0.094, 0.098, -0.091, 0.106, -0.130, 0.097, -0.065, 0.355, -0.001, -0.030, 0.058, -0.101, -0.125, 0.032, 0.010, 0.010, -0.126, 0.036, 0.006, -0.028, 0.063, -0.099, 0.126, 0.132, 0.133, 0.128, 0.130, 0.133, 0.126, 0.133],
  "e_lumo_ev": [-4.29, -4.29],
  "total_energy_ev": -126710.82215,
  "charge": 1,
  "homo_energy_ev": [-7.5676, -7.2024]
}